Entry 1:
Density functional theory data (the ωB97M-V functional and the def2-TZVPD basis) for a structure of composition C11H67Cl2NNbO27 at a distorted geometry.

Charge: -1
LUMO (eV): 1.622
2S+1: 1
DFT total energy (eV): -95858.9773

Element x y z (Å)
C: 2.114 0.785 1.998
C: 1.064 0.292 1.625
Nb: -0.643 -0.502 0.382
C: -2.360 -1.417 -0.844
O: -3.630 -0.738 -0.628
C: -4.332 -1.097 0.447
C: -5.546 -0.244 0.669
O: -4.064 -2.038 1.161
N: -0.579 1.240 -0.778
C: -1.179 2.257 -0.316
C: -2.248 2.910 -1.194
C: -0.911 2.929 1.008
C: 0.760 -1.635 -1.027
Cl: 0.503 -1.388 -2.798
C: 1.743 -2.465 -0.697
C: 2.145 -2.785 0.705
Cl: 2.739 -3.304 -1.925
H: 2.996 1.237 2.389
H: -1.862 0.240 1.551
H: -0.781 -1.975 1.458
H: -2.116 -1.280 -1.899
H: -2.449 -2.491 -0.674
H: -5.416 0.754 0.263
H: -6.374 -0.738 0.153
H: -5.761 -0.211 1.731
H: -2.665 3.786 -0.700
H: -1.746 3.271 -2.095
H: -3.023 2.192 -1.446
H: -1.011 2.262 1.852
H: -1.565 3.787 1.159
H: 0.120 3.294 0.991
H: 1.295 -2.879 1.379
H: 2.792 -1.980 1.060
H: 2.719 -3.708 0.755
O: 4.387 -0.484 -1.100
H: 3.691 -0.901 -1.620
H: 5.119 -0.373 -1.723
O: -2.638 -3.237 -4.117
H: -3.311 -2.543 -4.165
H: -1.854 -2.810 -3.755
O: 4.044 -0.766 3.872
H: 4.664 -0.039 3.998
H: 4.332 -1.166 3.046
O: -0.532 2.436 4.108
H: 0.312 2.073 4.404
H: -0.594 3.299 4.532
O: -1.377 -0.869 -6.182
H: -0.725 -0.663 -5.506
H: -1.913 -1.565 -5.784
O: 0.544 -6.063 -2.979
H: 1.146 -5.330 -2.808
H: 0.857 -6.442 -3.806
O: 6.354 0.549 2.659
H: 6.959 1.285 2.814
H: 6.642 0.155 1.831
O: 4.714 -4.981 1.328
H: 4.697 -5.083 0.370
H: 4.565 -5.868 1.669
O: 6.117 0.372 -3.287
H: 6.686 1.152 -3.208
H: 5.965 0.278 -4.233
O: -4.130 -0.807 -3.651
H: -4.769 -0.123 -3.868
H: -4.041 -0.760 -2.688
O: 7.727 1.979 4.783
H: 8.450 2.197 5.378
H: 7.262 1.254 5.215
O: 1.911 0.068 5.619
H: 2.249 0.018 4.710
H: 2.485 -0.537 6.097
O: 2.943 0.014 -4.540
H: 2.100 -0.211 -4.119
H: 3.560 -0.601 -4.129
O: -3.024 1.797 5.437
H: -3.629 1.340 4.845
H: -2.202 1.864 4.925
O: -4.384 2.840 1.505
H: -4.888 3.629 1.267
H: -4.310 2.893 2.463
O: -6.927 -2.812 2.139
H: -7.508 -3.199 1.476
H: -6.057 -2.776 1.706
O: 8.112 2.884 -3.579
H: 9.068 2.969 -3.635
H: 7.805 3.727 -3.229
O: 3.458 3.421 -4.410
H: 3.546 3.242 -5.351
H: 3.200 2.567 -4.041
O: -6.108 5.406 1.684
H: -6.293 6.047 0.992
H: -6.788 5.554 2.353
O: 7.938 -1.953 -2.355
H: 7.276 -1.254 -2.436
H: 8.153 -1.977 -1.418
O: -8.583 5.264 3.501
H: -8.951 4.997 4.349
H: -9.263 5.039 2.857
O: 4.613 2.603 -1.154
H: 4.581 2.448 -2.104
H: 4.511 1.721 -0.774
O: -0.258 -1.753 3.989
H: 0.392 -1.508 4.658
H: -0.796 -2.436 4.401
O: -3.026 -3.970 -6.940
H: -3.612 -3.232 -7.129
H: -2.882 -3.929 -5.981
O: -9.497 -1.272 1.449
H: -8.774 -1.574 2.017
H: -10.223 -1.873 1.643

=====

Entry 2:
Density functional theory data (the ωB97M-V functional and the def2-TZVPD basis) for a structure of composition C6H15O4PTl at a distorted geometry.

ΔE to the lowest compared entry with this formula, charge and spin (kJ/mol): 85.2
Charge: +3
LUMO (eV): -18.366
2S+1: 1
DFT total energy (eV): -28601.5241

Element x y z (Å)
Tl: -3.963 -3.196 -0.586
C: 1.125 -2.541 2.542
C: 0.541 -1.217 2.018
O: 0.751 -0.893 0.640
P: -0.552 -0.491 -0.246
O: -1.483 -1.569 -0.522
O: -1.143 0.824 0.584
C: -0.232 1.960 0.874
C: -1.093 3.217 1.369
O: 0.067 0.206 -1.569
C: 0.036 -0.361 -2.848
C: 1.234 0.192 -3.598
H: 0.562 -2.647 3.469
H: 1.000 -3.418 1.907
H: 2.176 -2.683 2.797
H: -0.533 -1.139 2.187
H: 0.819 -0.396 2.679
H: 0.540 1.672 1.587
H: 0.207 2.287 -0.069
H: -0.487 4.028 1.772
H: -1.541 3.652 0.476
H: -1.874 3.053 2.112
H: 0.088 -1.449 -2.847
H: -0.905 -0.160 -3.361
H: 2.178 -0.271 -3.311
H: 1.196 0.085 -4.682
H: 1.288 1.257 -3.374

=====

Entry 3:
Density functional theory data (the ωB97M-V functional and the def2-TZVPD basis) for an isolated molecule of C4H7NO2 at a distorted geometry.

ΔE to the lowest compared entry with this formula, charge and spin (kJ/mol): 491.7
LUMO (eV): 0.786
2S+1: 1
SMILES: C=CNC(=C)OO
DFT total energy (eV): -9842.1833

Element x y z (Å)
C: 2.101 0.879 -0.010
C: 0.921 1.501 -0.079
N: -0.350 0.987 -0.110
C: -0.820 -0.273 0.188
C: -2.039 -0.694 -0.182
O: -0.039 -1.096 0.994
O: 0.446 -2.162 0.125
H: 3.028 1.441 -0.016
H: 2.177 -0.202 0.022
H: 0.914 2.586 -0.160
H: -1.046 1.612 -0.504
H: -2.690 -0.080 -0.792
H: -2.406 -1.671 0.110
H: -0.197 -2.828 0.415

=====

Orbital gap readings, ordered: 0.24690; 0.12149; 0.31946 Eh